# 1
{
  "formula": "C2H35N2O15",
  "method": "ωB97M-V/def2-TZVPD",
  "symbols": ["O", "O", "O", "O", "O", "O", "O", "O", "O", "O", "O", "O", "O", "O", "O", "N", "N", "C", "C", "H", "H", "H", "H", "H", "H", "H", "H", "H", "H", "H", "H", "H", "H", "H", "H", "H", "H", "H", "H", "H", "H", "H", "H", "H", "H", "H", "H", "H", "H", "H", "H", "H", "H", "H"],
  "coordinates": [[3.35178, 1.44508, -2.38330], [-3.90640, 0.28869, 3.09507], [4.52349, 0.63652, -0.17207], [1.57039, -2.10698, 1.37313], [-3.58754, 0.79901, -1.65882], [0.00625, 2.76298, 1.56322], [3.78114, 0.85846, 2.36276], [-1.40070, -2.93275, -2.00935], [2.06864, -2.14727, -1.80681], [-0.19354, 0.28213, -3.04964], [-1.76029, 2.68212, -2.23569], [-3.76594, -2.95623, -0.60645], [1.25263, 1.74696, -0.85048], [3.03188, -1.28461, 3.67660], [-0.51174, -1.03798, 0.05980], [-2.30202, -1.85564, 1.32260], [-1.81121, 1.48149, -0.03862], [-1.98937, 0.54178, 1.00386], [-1.53430, -0.86603, 0.74169], [-2.62562, 2.15273, 0.24021], [-3.87195, 1.16111, 3.44786], [0.68292, -2.39336, 1.02293], [-1.38846, 1.03274, 1.88226], [-3.05614, -2.23451, -0.99241], [1.86669, 2.24491, -1.50818], [4.32983, 1.42505, 2.90137], [0.06483, 2.79326, 2.50638], [-3.78101, -0.33281, 3.90602], [-0.86600, 2.25539, -2.47223], [5.42366, 0.66382, -0.29294], [-3.62895, -0.12087, -1.87783], [-1.13738, -3.17827, -2.90682], [-0.70488, -2.45462, -1.68254], [1.35663, -1.09688, 1.20097], [4.19500, 0.73686, 0.79565], [3.54198, -0.02481, 2.77068], [-3.20353, -1.72648, 1.68113], [-2.05045, 1.03610, -0.96257], [-0.93650, 2.03056, 0.00291], [-3.52097, -3.76600, -1.09145], [1.76782, 0.95544, -0.84925], [3.85832, 1.71063, -3.09823], [-3.12000, 1.33623, -2.36571], [-2.13917, -2.71050, 1.05069], [0.47117, 0.90772, -2.70590], [3.84339, 1.28491, -1.51595], [2.79848, -2.56575, -2.29214], [3.86525, -1.62893, 3.75015], [2.53093, -1.90124, -1.00826], [-1.90075, 3.29968, -2.82158], [-3.04655, 0.51742, 1.39634], [0.87992, 2.42989, 1.23606], [0.14986, -0.44665, -2.72662], [2.52848, -1.73054, 2.99152]],
  "forces_ev_per_a": [[-1.919, -0.690, 2.663], [0.126, -2.913, 2.030], [-4.222, -0.058, 1.029], [-1.829, 3.061, -0.911], [0.265, 1.225, -0.641], [0.983, -0.394, -1.108], [-0.574, -0.324, -1.020], [-2.532, -1.827, -1.799], [0.387, -0.256, -0.524], [-2.052, 6.254, -2.011], [3.227, -5.714, 3.953], [2.260, 2.318, -1.510], [0.642, 2.089, -1.422], [-2.994, 2.054, 0.033], [-1.087, -0.439, 0.446], [1.931, 6.244, 0.447], [-1.791, 1.990, -0.367], [-0.139, -0.336, 4.462], [-0.318, -0.319, 0.373], [2.052, -0.909, -1.747], [-0.081, 1.076, 0.624], [1.259, -0.241, 0.419], [-0.981, -1.522, -1.278], [-2.621, -3.272, 1.144], [-1.172, -0.743, 1.347], [0.083, -0.243, 0.477], [0.204, 0.152, 0.913], [-0.425, 1.740, -2.056], [-2.143, 0.894, 0.399], [3.198, 0.082, 0.204], [-0.208, -0.717, -0.819], [-0.155, -0.008, 0.189], [3.011, 1.909, 1.552], [1.003, -2.735, 0.556], [1.191, 0.001, -1.088], [0.291, 1.035, 0.556], [-1.248, 0.789, 0.404], [0.117, 0.890, 0.895], [-0.243, -0.573, -0.027], [-0.070, 0.595, 0.122], [0.308, -1.355, 0.265], [1.871, 0.725, -1.717], [-0.785, -1.083, 0.706], [1.194, -5.690, -1.785], [-0.172, -0.071, -0.298], [0.137, 0.074, -1.230], [-0.508, 0.094, -0.217], [3.144, -1.904, 0.278], [-0.100, 0.212, 0.758], [-1.132, 5.365, -5.021], [1.246, 0.105, -0.930], [-0.867, 0.461, 0.249], [2.428, -6.317, 2.390], [-0.190, -0.779, -0.353]],
  "total_charge": 1,
  "total_energy_ev": -36328.369,
  "relative_energy_kcal_mol": 79.1
}

=====

# 2
{
  "formula": "C15H29BN",
  "method": "ωB97M-V/def2-TZVPD",
  "symbols": ["N", "C", "C", "C", "C", "C", "C", "C", "C", "C", "C", "C", "C", "C", "C", "C", "B", "H", "H", "H", "H", "H", "H", "H", "H", "H", "H", "H", "H", "H", "H", "H", "H", "H", "H", "H", "H", "H", "H", "H", "H", "H", "H", "H", "H", "H"],
  "coordinates": [[-1.78897, 2.34522, -0.68613], [-2.62072, 1.12244, 1.32583], [-1.75026, 0.96885, -2.88537], [-0.68213, 4.39174, -0.54552], [-2.58166, 2.44929, 0.59982], [2.92873, -3.54793, -0.14921], [2.23117, -2.68294, 0.71983], [0.03962, -1.82254, 1.81664], [-0.20387, -3.48276, -0.09366], [3.00992, -1.85731, 1.55909], [5.05973, -2.99439, 0.91082], [4.39490, -2.03197, 1.67693], [-2.23804, 1.14944, -1.45850], [0.71441, -2.41618, 0.56193], [4.32326, -3.69713, -0.05281], [-1.76740, 3.67225, -1.34868], [-0.22323, 2.51780, -0.33872], [6.12966, -3.18705, 1.05763], [-1.05626, -1.84526, 1.75200], [-2.10234, 3.22013, 1.21868], [-2.24661, 0.07803, -3.29546], [-3.36942, 1.17062, 2.12393], [-0.04155, 2.10973, 0.78137], [-2.74265, 4.17826, -1.26298], [-1.05173, 4.79777, 0.40140], [4.84423, -4.38669, -0.71663], [-1.98481, 1.77940, -3.58296], [-1.50864, 3.55407, -2.40813], [0.47161, 2.07468, -1.19754], [2.51992, -1.08982, 2.16570], [-1.25830, -3.13175, -0.03929], [2.38197, -4.13452, -0.89558], [4.95244, -1.43043, 2.39465], [0.34101, -0.78764, 2.02161], [-1.63840, 0.91479, 1.76408], [-3.59147, 2.78516, 0.33150], [-3.33178, 1.12616, -1.42447], [-1.90730, 0.26528, -0.89237], [-0.25259, 5.18510, -1.15206], [-2.90957, 0.28338, 0.68329], [0.25597, -2.42311, 2.70743], [-0.19449, -4.46974, 0.39397], [0.28838, 3.80472, -0.29881], [0.06300, -3.60480, -1.15749], [0.76970, -1.68550, -0.21870], [-0.67547, 0.76516, -2.86709]],
  "forces_ev_per_a": [[0.870, 0.549, 0.516], [-0.030, -0.143, 0.460], [0.269, -0.007, -0.024], [-0.229, 0.853, -0.137], [-0.306, -0.196, -0.216], [0.087, -0.010, 0.411], [0.318, 0.088, -0.359], [0.048, -0.175, 0.168], [0.137, -0.213, 0.129], [-0.138, -0.448, 0.089], [-0.423, 0.113, -0.186], [-0.186, -0.232, -0.060], [-0.221, -0.688, -0.295], [-0.046, -0.312, 0.133], [-0.171, 0.062, 0.313], [-0.666, 0.001, -0.331], [-1.002, -3.286, 0.337], [-0.503, 0.178, -0.194], [0.208, 0.112, -0.308], [-0.282, -0.305, -0.155], [0.158, 0.199, 0.233], [0.273, 0.073, -0.041], [0.374, 0.739, -0.306], [0.384, -0.069, -0.120], [0.280, -0.157, -0.261], [-0.215, 0.098, 0.154], [0.092, -0.009, 0.257], [0.057, 0.060, 0.405], [0.067, 0.523, -0.039], [0.215, -0.336, -0.140], [0.682, -0.111, -0.153], [0.203, 0.194, 0.329], [-0.150, -0.112, -0.181], [0.027, -0.230, -0.016], [-0.264, -0.157, -0.010], [0.177, -0.045, -0.033], [0.051, 0.239, 0.014], [0.027, 0.470, -0.236], [0.271, 0.015, 0.119], [-0.013, 0.330, 0.356], [0.215, 0.105, -0.117], [0.196, 0.297, -0.098], [-0.173, 0.801, -0.168], [-0.155, -0.133, 0.442], [-0.381, 1.121, -0.378], [-0.129, 0.150, -0.304]],
  "total_charge": 1,
  "total_energy_ev": -18184.041,
  "relative_energy_kcal_mol": 10.4
}